(1)
# C7H11N5O

2 unconnected molecules or ions with the total composition C7H11N5O in a non-equilibrium geometry (wB97M-V/def2-TZVPD, the OMol25 dataset).

The molar mass is 181.199 g/mol. The LUMO energy (alpha / beta) is -7.659 / -12.024 eV. The relative energy (zero: lowest compared OMol25 entry of this formula, charge and spin) is 0.0 kJ/mol. For the HOMO energy (alpha / beta), the calculation gives -17.69 / -17.62 eV. As for the total charge: +2. Its multiplicity is 3. For the total energy, the calculation gives -621.5419 hartree. The gap between HOMO and LUMO (alpha / beta) is 10.0 / 5.6 eV.

Each line ends with the natural charge from an NBO analysis.
Geometry (Å):
C1 1.76 4.22 -1.34  0.40
C2 1.48 2.36 -2.18  0.42
C3 1.23 2.04 -0.88  0.34
C4 2.02 0.87 -4.41  0.49
C5 -0.19 0.19 -0.35  0.66
C6 1.02 -1.84 0.32  -0.43
C7 -1.41 -1.80 0.59  -0.42
N1 1.70 3.60 -2.49  -0.44
N2 1.43 3.35 -0.38  -0.53
N3 0.85 0.92 -0.04  -0.58
N4 -1.30 0.57 -0.91  -0.71
N5 -0.18 -1.10 0.06  -0.33
O1 2.57 0.49 -5.32  -0.41
H1 1.88 5.28 -0.96  0.29
H2 1.75 -1.29 -0.27  0.21
H3 1.29 -2.06 1.41  0.25
H4 0.84 -2.76 -0.18  0.25
H5 -1.09 -2.08 1.61  0.24
H6 -2.31 -1.20 0.64  0.23
H7 -1.58 -2.69 0.05  0.24
H8 1.41 3.58 0.61  0.46
H9 1.55 0.62 0.68  0.49
H10 -1.27 1.51 -1.33  0.43
H11 -2.06 -0.07 -1.09  0.46


(2)
# C7H11NO

A single C7H11NO molecule in a non-equilibrium geometry (wB97M-V/def2-TZVPD, the OMol25 dataset).

The molar mass is 125.171 g/mol. The LUMO energy is 0.950 eV. The relative energy (zero: lowest compared OMol25 entry of this formula, charge and spin) is 306.1 kJ/mol. For the HOMO energy, the calculation gives -8.57 eV. For the total energy, the calculation gives -403.2174 hartree. The gap between HOMO and LUMO is 9.5 eV.

Each line ends with the natural charge from an NBO analysis.
Geometry (Å):
C1 -2.28 0.27 -0.63  -0.27
O1 -1.62 -0.70 0.16  -0.51
C2 -0.29 -0.41 0.36  0.26
C3 0.02 0.90 1.05  -0.47
C4 1.13 1.58 0.24  -0.16
C5 1.57 0.76 -0.64  -0.23
C6 0.67 -0.35 -0.90  -0.12
N1 1.23 -1.66 -0.48  -0.61
C7 0.50 -1.65 0.81  -0.23
H1 -1.93 -0.02 -1.66  0.18
H2 -2.06 1.37 -0.48  0.17
H3 -3.38 0.20 -0.56  0.20
H4 -0.95 1.43 1.05  0.21
H5 0.25 0.68 2.08  0.22
H6 1.39 2.62 0.47  0.22
H7 2.39 0.87 -1.35  0.21
H8 0.11 -0.35 -1.89  0.20
H9 2.29 -1.54 -0.38  0.35
H10 -0.16 -2.48 1.05  0.20
H11 1.13 -1.53 1.71  0.18